Molecular formula: C9H11ClN2O2
Method: DFT, ωB97M-V with the def2-TZVPD basis set

CARTESIAN COORDINATES (ANGSTROEM)
C1 -0.95 -3.49 1.46
C2 -1.28 -3.97 0.20
C3 -0.43 -2.22 1.41
C4 -1.00 -2.97 -0.78
C5 0.13 -0.25 -1.68
C6 0.69 0.94 -2.01
C7 0.02 -0.67 -0.35
C8 0.97 2.03 -1.07
C9 0.76 3.03 1.11
N1 -0.37 -1.86 0.08
N2 0.73 1.99 0.17
O1 0.11 -1.44 2.39
O2 -1.26 -2.65 -1.93
Cl1 -3.21 -0.79 -2.93
H1 -1.17 -4.11 2.25
H2 -1.58 -4.91 -0.03
H3 -0.17 -0.78 -2.52
H4 0.97 1.21 -2.92
H5 0.30 -0.01 0.39
H6 1.34 2.94 -1.48
H7 1.00 4.13 0.57
H8 -0.17 3.17 1.52
H9 1.63 2.91 1.89
H10 -0.31 -1.89 3.18
H11 -2.36 -1.34 -2.12

Results
- molar mass (g mol⁻¹) = 214.65
- E (eV) = -29104.63938

Here are the Löwdin charges for atoms 1 to 8, given in e: number 1, C, carries -0.01; number 2, C, carries 0.02; number 3, C, carries -0.30; number 4, C, carries -0.29; number 5, C, carries -0.06; number 6, C, carries -0.03; number 7, C, carries -0.02; number 8, C, carries -0.16